# 1
A molecular structure, C17H43AsN4Pt. Source: the Open Molecules 2025 dataset; level of theory: wB97M-V/def2-TZVPD.

The geometry in XYZ format:
```
66
Properties=species:S:1:pos:R:3:lowdin_charge:R:1
Pt -0.53 -0.78 -0.06 1.151
As 0.77 2.16 -0.64 1.291
N -2.44 -2.21 -0.35 -0.251
N -2.24 0.60 -0.64 -0.072
N 0.28 -2.86 -1.25 -0.023
N -1.38 -0.99 2.03 -0.061
C -3.11 -0.17 -1.57 -0.203
C -2.68 -1.69 2.06 -0.193
C 2.06 -0.17 2.49 -0.058
C -3.58 -1.41 -0.85 -0.170
C 2.37 -0.98 1.22 -0.689
C 1.55 -0.47 0.05 -0.293
C 2.70 2.42 -0.62 -0.387
C 0.20 3.48 -1.98 -0.377
C -2.72 -2.76 0.99 -0.165
C 0.59 4.25 1.39 -0.130
C -1.30 3.71 -2.10 -0.155
C 3.38 2.00 -1.91 -0.136
C -2.12 -3.27 -1.33 -0.173
C 3.86 -0.84 0.89 -0.048
C -0.75 -3.89 -1.12 -0.219
C 2.10 -2.47 1.51 -0.065
C 0.10 2.85 1.05 -0.405
H 1.67 4.28 1.51 0.075
H 2.06 -0.49 -0.91 0.010
H 1.03 -2.69 1.64 0.051
H 2.61 -2.78 2.42 0.099
H 2.47 -3.10 0.70 0.080
H 1.01 -0.22 2.75 0.051
H 1.17 -3.17 -0.88 0.066
H -4.22 -2.02 -1.50 0.143
H 0.15 4.58 2.33 0.088
H 0.40 2.12 1.81 0.045
H -1.43 -0.11 2.52 0.101
H 0.72 4.39 -1.67 0.082
H -2.90 -4.05 -1.29 0.144
H -2.79 0.93 0.15 0.103
H -0.63 -4.70 -1.85 0.134
H -3.46 -0.94 1.91 0.111
H -3.69 -3.27 1.00 0.147
H -2.51 -0.42 -2.44 0.121
H 2.64 -0.55 3.33 0.098
H 0.30 4.98 0.63 0.073
H 4.12 -1.44 0.01 0.094
H 2.33 0.88 2.35 0.076
H -2.16 -2.82 -2.32 0.129
H 0.63 3.18 -2.94 0.074
H -3.96 0.43 -1.90 0.136
H -2.87 -2.13 3.04 0.138
H -1.00 2.82 0.99 0.055
H -0.67 -1.54 2.52 0.082
H -0.66 -4.34 -0.13 0.113
H 0.43 -2.61 -2.22 0.102
H 3.09 1.89 0.25 0.048
H 3.24 0.94 -2.12 0.060
H 2.82 3.49 -0.44 0.083
H 4.47 -1.18 1.72 0.100
H -1.97 -3.51 1.22 0.120
H -1.80 2.88 -2.58 0.064
H 4.46 2.17 -1.83 0.091
H -1.90 1.44 -1.11 0.021
H -4.21 -1.11 0.00 0.122
H 3.03 2.58 -2.77 0.071
H -1.49 4.59 -2.72 0.092
H 4.13 0.19 0.68 0.071
H -1.77 3.91 -1.13 0.070
```

* HOMO (alpha / beta): -0.47719 / -0.55052 Ha
* largest force on an atom: 0.48 eV Å⁻¹
* LUMO (alpha / beta): -0.18337 / -0.29728 hartree
* multiplicity: 5
* energy: -88354.103 eV
* ΔE to the lowest compared entry with this formula, charge and spin: 0.317 eV
* expectation value of S²: 6.014
* HOMO-LUMO gap (alpha / beta): 7.995 / 6.891 eV
* charge: +2

=====

# 2
A molecular structure, C17H43BeO19S5. Source: the Open Molecules 2025 dataset; level of theory: wB97M-V/def2-TZVPD.

The geometry in XYZ format:
```
85
Properties=species:S:1:pos:R:3:lowdin_charge:R:1
S 1.10 1.24 3.57 0.612
S -1.48 -2.80 -2.14 0.614
S 3.25 -1.62 -0.31 0.633
S -2.28 2.45 2.04 0.617
S -2.63 1.62 -2.45 0.610
O 2.11 -0.77 -0.39 -0.275
O -0.40 -2.20 -1.42 -0.275
O -1.44 3.46 2.61 -0.267
O 0.60 1.26 2.24 -0.268
O 0.45 2.00 4.60 -0.290
O -1.77 0.70 -1.77 -0.296
O -2.21 1.65 -4.00 -0.252
O 4.58 -1.08 -0.24 -0.289
O 2.61 1.81 3.41 -0.256
O -1.79 -2.38 -3.48 -0.288
O -1.91 1.68 0.91 -0.277
O -3.72 3.15 1.70 -0.277
O -4.04 1.43 -2.46 -0.267
O -1.66 -1.05 1.28 -0.102
O 0.48 -1.38 1.41 -0.147
O -1.31 -4.42 -2.18 -0.286
O 3.16 -2.85 -1.39 -0.260
O 0.96 1.84 -1.43 -0.381
O -0.83 -2.02 3.14 -0.083
C -2.21 3.32 -1.95 -0.084
C 4.07 3.23 4.82 -0.067
C -0.72 1.09 -5.81 -0.067
C -0.84 1.57 -4.39 -0.277
C -4.15 4.26 2.47 -0.287
C -2.92 1.43 3.40 -0.078
C -3.00 -2.79 -1.18 -0.091
C -5.62 4.55 2.16 -0.067
C 1.58 3.03 -1.69 -0.384
C 3.47 1.87 4.57 -0.276
C -0.07 -4.98 -2.69 -0.252
C 4.03 -4.07 -3.25 -0.057
C -0.05 -6.42 -2.20 -0.064
C -0.69 -1.55 1.98 -0.891
C 4.38 -3.33 -1.95 -0.284
C 1.34 -0.43 4.21 -0.098
C 3.06 -2.62 1.19 -0.097
Be -0.16 0.08 -0.01 0.874
H 3.22 -4.76 -3.03 0.062
H -2.73 -2.97 -0.14 0.066
H -3.78 0.88 3.02 0.076
H -0.28 0.94 -3.70 0.111
H 2.02 3.18 -2.70 0.046
H -6.23 3.66 2.30 0.076
H 0.35 -0.89 4.09 0.039
H 3.81 -3.38 -4.06 0.081
H 0.90 -6.88 -2.47 0.073
H 3.05 -1.99 2.06 0.049
H -0.21 -4.91 -3.77 0.121
H 1.46 -0.43 5.30 0.069
H 3.92 -3.29 1.14 0.058
H -1.17 3.42 -1.66 0.043
H 0.89 3.90 -1.61 0.032
H 2.11 -3.13 1.01 0.064
H -6.09 5.41 2.63 0.072
H -3.21 2.09 4.21 0.061
H -0.07 -6.45 -1.11 0.082
H 3.33 4.03 4.80 0.082
H -2.31 3.96 -2.83 0.067
H 4.90 -4.68 -3.51 0.073
H -2.93 3.68 -1.22 0.058
H 4.75 3.51 4.00 0.076
H 0.26 1.26 -6.26 0.076
H 2.11 -0.94 3.65 0.055
H -2.19 0.67 3.67 0.065
H 5.04 -3.85 -1.24 0.119
H -3.53 -3.69 -1.51 0.059
H 4.68 3.22 5.72 0.074
H 0.79 -4.40 -2.34 0.102
H -1.04 0.05 -5.91 0.077
H 2.90 1.45 5.40 0.100
H -3.69 -1.98 -1.42 0.077
H -0.37 2.55 -4.26 0.119
H -5.65 4.82 1.10 0.074
H 4.24 1.13 4.35 0.119
H -3.96 4.12 3.54 0.111
H -0.95 -6.84 -2.64 0.079
H -1.40 1.64 -6.47 0.073
H 2.35 3.26 -0.94 0.052
H -3.58 5.10 2.07 0.117
H 4.99 -2.47 -2.23 0.107
```

* HOMO: -0.15327 Ha
* largest force on an atom: 3.16 eV Å⁻¹
* LUMO: 0.08346 hartree
* energy: -111803.185 eV
* ΔE to the lowest compared entry with this formula, charge and spin: 0.000 eV
* HOMO-LUMO gap: 6.442 eV
* charge: -1

=====

# 3
7 unconnected molecules or ions with the total composition C17H43Cl2F3IN4O7. Source: the Open Molecules 2025 dataset; level of theory: wB97M-V/def2-TZVPD.

The geometry in XYZ format:
```
77
Properties=species:S:1:pos:R:3:lowdin_charge:R:1
I 5.95 -0.40 -0.63 0.992
Cl 1.82 -3.40 1.30 0.590
Cl -0.64 -2.12 -0.93 0.668
F -2.28 5.57 2.25 0.111
F -0.06 5.05 1.95 0.102
F -1.45 5.44 0.17 0.068
O 1.95 -5.41 -2.73 -0.053
O -2.19 2.93 2.66 -0.024
O 5.10 0.18 -4.28 -0.089
O 8.52 -2.40 -2.29 -0.078
O -7.20 1.47 3.17 -0.061
O -4.23 -3.99 -0.04 -0.054
O -0.89 2.87 -3.02 -0.049
N -0.10 -1.04 3.01 0.144
N -5.40 -0.34 1.76 -0.032
N -1.09 0.19 1.19 0.179
N 1.40 -0.25 1.28 0.097
C 1.16 -1.65 -0.92 -0.547
C -0.77 1.17 0.12 -0.361
C -1.78 3.33 1.34 -0.233
C -2.06 1.19 -0.86 -0.118
C 0.47 0.81 -0.81 -0.075
C 3.47 -3.02 -1.03 -0.125
C 4.37 1.06 1.55 -0.174
C -5.27 -1.00 0.41 -0.255
C -1.36 4.89 1.47 -0.402
C 4.06 -0.15 0.52 -0.655
C 1.47 -0.28 -0.20 -0.411
C -3.44 0.87 -0.07 -0.187
C 2.96 0.24 -0.59 -0.183
C 0.05 -0.38 1.82 -0.233
C -3.81 -0.69 -0.18 -0.217
C 1.95 -2.95 -0.47 -0.684
C -0.49 2.58 0.80 -0.041
H 3.01 1.37 -0.68 0.116
H 5.51 1.12 1.66 0.039
H 3.62 -4.05 -1.50 0.083
H 1.44 -3.82 -1.02 0.065
H -6.40 -0.24 1.95 0.043
H 1.69 0.72 1.55 0.142
H -3.40 -3.84 -0.51 0.023
H -5.34 -2.12 0.57 0.087
H -6.10 -0.62 -0.26 0.121
H -2.67 3.32 0.64 0.159
H 8.82 -2.02 -3.13 0.039
H 4.21 -2.98 -0.16 0.053
H 1.41 -1.50 -2.02 0.138
H -3.43 1.24 1.00 0.074
H 7.79 -1.83 -2.02 -0.100
H 0.12 0.39 -1.81 0.118
H -2.14 2.20 -1.37 0.098
H -4.26 1.40 -0.64 0.129
H -3.70 -1.07 -1.26 0.114
H 3.68 -2.27 -1.84 0.061
H -2.00 0.42 -1.69 0.101
H 3.92 2.04 1.22 0.080
H -3.97 -4.46 0.76 0.049
H -0.18 -2.05 3.11 0.109
H -1.64 0.59 1.97 0.158
H 4.00 0.75 2.58 0.086
H -0.64 3.53 -2.36 0.036
H 0.18 2.37 1.71 0.141
H 5.61 0.26 -3.47 -0.062
H -3.18 2.97 2.64 0.122
H 3.22 -0.16 -1.62 0.089
H -7.57 2.16 2.60 0.045
H 3.87 -1.13 1.04 0.062
H 0.98 1.80 -1.08 0.121
H 1.08 -5.82 -2.74 0.050
H -3.09 -1.35 0.43 0.070
H -5.03 -0.99 2.47 0.066
H 2.24 -5.43 -3.65 0.053
H 5.60 0.70 -4.92 0.039
H -0.07 -0.44 3.85 0.138
H 0.09 3.31 0.16 0.134
H -6.91 1.94 3.96 0.041
H -0.56 3.23 -3.85 0.060
```

* HOMO: -0.40968 Ha
* largest force on an atom: 6.16 eV Å⁻¹
* LUMO: -0.16880 hartree
* energy: -79908.201 eV
* HOMO-LUMO gap: 6.554 eV
* charge: +1

=====

# 4
3 unconnected molecules or ions with the total composition C17H43ClINO7P3S. Source: the Open Molecules 2025 dataset; level of theory: wB97M-V/def2-TZVPD.

The geometry in XYZ format:
```
74
Properties=species:S:1:pos:R:3:lowdin_charge:R:1
I -2.96 -0.43 5.78 0.605
Cl -2.59 4.95 0.20 0.094
S 0.45 2.65 -2.01 0.704
P -4.70 2.25 -0.05 0.710
P -2.38 3.54 1.82 0.533
P -2.81 1.60 0.83 0.199
O 2.18 -5.75 0.89 -0.171
O -5.81 2.89 1.16 -0.431
O 2.44 4.76 -5.00 -0.167
O -3.61 3.95 2.98 -0.465
O -1.32 0.79 1.35 -0.362
O 0.89 0.14 0.26 -0.160
O -2.06 2.41 -0.55 -0.601
N -5.61 0.84 -0.74 -0.269
C -0.57 2.22 -0.49 -0.617
C 3.14 -0.83 2.04 -0.259
C 0.89 -1.31 0.50 -0.199
C -0.03 4.68 -5.04 -0.093
C -3.37 -0.77 2.58 -0.324
C 2.62 -8.12 0.39 -0.086
C -2.41 -1.27 3.81 -0.651
C 1.77 -6.09 3.29 -0.082
C 2.66 5.94 -7.15 -0.089
C 2.27 -1.91 1.15 -0.187
C 1.19 -5.97 1.90 -0.279
C -3.50 0.89 2.47 -0.376
C 1.23 5.40 -4.58 -0.283
C -0.48 0.67 0.12 -0.339
C 3.18 -6.76 0.75 -0.280
C 2.24 -0.03 3.18 -0.126
C 2.62 4.62 -6.40 -0.280
H 2.85 5.77 -8.22 0.074
H 1.72 6.48 -7.06 0.064
H -2.58 -2.45 3.91 0.051
H -1.25 -1.14 3.56 0.053
H -3.16 4.53 3.69 0.055
H 3.92 -1.48 2.67 0.097
H -0.10 4.64 -6.12 0.062
H 0.96 -6.22 4.03 0.079
H 3.84 -6.43 -0.06 0.119
H 3.43 -8.85 0.26 0.076
H -3.00 0.37 0.06 0.011
H -0.92 5.19 -4.66 0.085
H -5.09 0.46 -1.57 0.016
H -0.98 -0.02 -0.69 0.152
H 1.95 -8.51 1.17 0.064
H -5.76 0.12 0.00 0.002
H -2.90 1.44 3.34 0.043
H 1.27 3.74 -1.60 -0.103
H 3.80 -6.81 1.65 0.104
H -0.03 3.65 -4.67 0.040
H 3.79 -0.09 1.38 0.113
H 2.17 1.10 2.80 0.088
H 2.44 -6.94 3.39 0.063
H 1.15 -0.46 3.14 0.059
H 3.59 4.11 -6.54 0.116
H 1.25 5.43 -3.49 0.100
H 3.45 6.58 -6.75 0.080
H -6.31 2.10 1.57 0.046
H -2.95 -1.23 1.56 0.098
H 0.51 -5.11 1.86 0.115
H 2.03 -8.07 -0.53 0.083
H 0.58 -6.85 1.64 0.104
H 1.99 -2.82 1.86 0.107
H -4.44 -1.28 2.73 0.103
H 0.00 -1.55 1.26 0.123
H -4.64 1.12 2.67 0.072
H 0.68 -1.94 -0.50 0.136
H 2.68 -0.13 4.27 0.071
H 0.01 2.81 0.36 0.108
H 3.02 -2.38 0.34 0.116
H 1.23 6.45 -4.91 0.103
H 1.86 3.94 -6.82 0.105
H 2.34 -5.19 3.55 0.079
```

* HOMO: -0.13577 Ha
* largest force on an atom: 4.12 eV Å⁻¹
* LUMO: 0.08084 hartree
* energy: -93469.274 eV
* HOMO-LUMO gap: 5.894 eV
* charge: -1

=====

# 5
9 unconnected molecules or ions with the total composition C17H43IN16O12. Source: the Open Molecules 2025 dataset; level of theory: wB97M-V/def2-TZVPD.

The geometry in XYZ format:
```
89
Properties=species:S:1:pos:R:3:lowdin_charge:R:1
I 1.75 -0.65 0.30 1.065
O 4.67 3.75 -2.21 -0.011
O -3.18 0.91 4.85 0.019
O 4.51 0.35 1.80 -0.111
O -8.84 -0.97 -0.63 0.018
O 5.68 -4.15 4.91 0.019
O 3.22 2.12 4.61 0.138
O -2.68 1.82 -8.41 -0.013
O -1.35 -1.09 -0.60 -0.077
O 0.96 2.02 4.45 0.170
O 1.01 3.06 -5.30 -0.009
O 5.16 2.69 3.54 0.170
O -4.90 -1.66 -4.11 -0.040
N -2.26 -1.83 -2.58 0.161
N -4.18 0.47 6.83 0.148
N -0.69 0.93 -7.77 0.148
N 3.33 2.26 -1.14 0.158
N -4.88 -2.12 -6.33 0.167
N -3.54 -0.69 -1.06 0.161
N -7.14 -0.85 -2.14 0.154
N 3.62 -4.58 5.75 0.153
N 5.52 -5.12 6.96 0.150
N -3.24 2.54 6.42 0.152
N 5.47 2.66 -0.38 0.174
N -1.22 3.07 -7.19 0.168
N 3.00 2.03 -4.96 0.164
N 2.66 4.20 -4.24 0.171
N -8.07 -2.88 -1.58 0.145
N -4.40 -0.01 -5.58 0.190
C 5.03 -1.66 3.16 -0.066
C -2.31 -1.21 -1.36 -0.665
C -3.51 1.28 5.96 -0.672
C -0.49 -0.63 4.06 -0.086
C 5.55 -0.51 2.32 -0.189
C 4.50 2.94 -1.31 -0.657
C -1.61 1.95 -7.83 -0.697
C 2.03 1.61 4.07 -0.330
C 2.16 3.10 -4.86 -0.667
C 1.47 -0.41 2.42 -0.626
C 4.99 -4.59 5.81 -0.671
C 3.70 0.90 2.72 -0.210
C -8.07 -1.52 -1.39 -0.686
C 2.40 0.63 2.99 -0.086
C -4.75 -1.27 -5.27 -0.649
C 4.18 1.98 3.63 -0.347
C -0.02 -0.14 2.67 -0.300
H 3.16 1.59 -0.41 -0.034
H 0.18 1.02 -7.29 0.081
H -1.09 0.15 4.51 0.038
H -0.32 3.10 -6.73 0.044
H 2.65 1.20 -5.40 0.097
H 2.60 2.44 -1.80 0.092
H 6.52 -5.14 7.03 0.102
H -1.40 -2.29 -2.84 0.098
H -4.33 -0.79 -1.66 0.062
H 0.36 -0.88 4.71 0.072
H -3.63 -0.21 -0.18 0.103
H 3.20 -4.20 4.92 0.098
H -8.73 -3.42 -1.05 0.098
H 4.36 -1.34 3.95 0.082
H -0.57 -0.66 1.89 0.058
H 4.57 -2.42 2.53 0.087
H -4.23 0.32 -6.52 0.098
H 6.30 0.09 2.84 0.126
H -3.50 2.87 7.33 0.090
H 4.97 -5.48 7.71 0.091
H 6.04 -0.91 1.43 0.128
H -4.74 -1.84 -7.28 0.104
H -0.21 0.93 2.55 0.110
H -4.47 0.75 7.75 0.089
H 5.34 2.00 0.36 0.075
H -2.74 3.16 5.80 0.104
H 2.05 4.99 -4.15 0.109
H -0.92 0.07 -8.24 0.093
H -3.04 -1.81 -3.21 0.050
H 6.34 3.16 -0.46 0.105
H -6.50 -1.30 -2.77 0.045
H -4.40 -0.46 6.51 0.101
H 5.88 -2.14 3.65 0.069
H 3.59 4.25 -3.87 0.060
H -4.24 0.63 -4.82 0.114
H 1.73 -1.37 2.88 0.089
H -1.11 -1.52 3.93 0.078
H -7.44 -3.35 -2.20 0.089
H 3.95 2.03 -4.61 0.099
H 3.03 -4.93 6.48 0.092
H -7.11 0.15 -2.03 0.102
H -1.84 3.85 -7.18 0.107
H -5.12 -3.07 -6.12 0.107
```

* HOMO: -0.32749 Ha
* SMILES: CCOC1=C([C@H](I)CC)C(=O)OC1=O.NC(N)=O.NC(N)=O.NC(N)=O.NC(N)=O.NC(N)=O.NC(N)=O.NC(N)=O.NC(N)=O
* largest force on an atom: 2.00 eV Å⁻¹
* LUMO: -0.02767 hartree
* energy: -74847.618 eV
* HOMO-LUMO gap: 8.159 eV
* charge: 0

=====

# 6
A molecular structure, C17H44Cu2O17PbS5. Source: the Open Molecules 2025 dataset; level of theory: wB97M-V/def2-TZVPD.

The geometry in XYZ format:
```
86
Properties=species:S:1:pos:R:3:lowdin_charge:R:1
Pb 9.72 -5.32 12.66 1.815
Cu 11.96 -3.30 15.09 0.522
Cu 13.26 -1.81 18.33 0.710
S 16.20 -7.34 18.68 0.720
S 6.04 -10.86 18.86 0.818
S 12.26 -3.60 21.29 0.754
S 8.68 -2.61 15.01 0.722
S 7.66 -7.67 14.94 0.704
O 10.06 -2.53 15.55 -0.320
O 15.69 -6.68 19.88 -0.311
O 4.89 -10.30 18.14 -0.161
O 11.06 -5.40 15.18 -0.435
O 15.24 -8.62 18.24 -0.234
O 6.16 -8.29 14.54 -0.229
O 7.56 -2.48 16.18 -0.212
O 12.47 -3.75 17.35 -0.043
O 10.63 -3.92 21.36 -0.311
O 8.25 -3.69 14.10 -0.457
O 17.64 -7.61 18.51 -0.246
O 7.40 -9.98 18.59 -0.225
O 7.51 -7.07 16.25 -0.278
O 12.51 -2.63 20.17 -0.356
O 6.07 -11.27 20.24 0.004
O 8.18 -6.86 13.83 -0.485
O 12.73 -3.26 22.58 -0.217
C 7.80 -4.09 18.10 -0.054
C 9.06 -8.29 19.28 -0.032
C 11.45 -6.05 16.37 -0.282
C 7.56 -8.75 19.32 -0.208
C 7.07 -3.70 16.84 -0.193
C 12.93 -5.36 20.89 -0.054
C 6.60 -12.43 18.01 0.018
C 3.99 -9.03 14.86 -0.037
C 8.52 -9.20 15.24 -0.094
C 5.30 -8.84 15.56 -0.279
C 13.12 -9.78 18.12 -0.052
C 8.29 -1.04 14.19 -0.050
C 13.87 -8.57 18.61 -0.314
C 11.92 -5.07 17.57 -0.156
C 15.76 -6.15 17.32 -0.095
C 10.09 -4.32 22.63 -0.244
C 8.73 -4.53 22.13 -0.089
H 8.74 -4.63 17.96 0.059
H 12.15 -9.86 18.61 0.068
H 8.01 -4.63 22.94 0.103
H 7.05 -7.90 18.85 0.119
H 12.89 -9.61 17.07 0.074
H 7.23 -0.95 13.95 0.103
H 9.12 -7.36 19.84 0.077
H 7.22 -4.48 16.10 0.084
H 12.28 -6.75 16.31 0.094
H 13.34 -7.75 18.12 0.072
H 9.35 -8.21 18.23 0.053
H 4.20 -9.65 13.99 0.097
H 10.09 -3.53 23.38 0.150
H 14.91 -6.59 16.81 0.036
H 12.67 -5.64 18.12 0.084
H 12.14 -6.11 20.92 0.059
H 13.55 -5.76 21.69 0.085
H 13.70 -10.68 18.30 0.103
H 13.44 -5.30 19.93 0.021
H 7.40 -8.92 20.38 0.134
H 5.67 -9.76 16.01 0.083
H 8.45 -3.57 21.69 0.091
H 11.06 -4.86 18.21 0.131
H 5.24 -8.16 16.41 0.115
H 8.01 -9.89 15.90 0.063
H 8.45 -5.23 21.35 0.066
H 10.61 -5.25 22.85 0.130
H 3.27 -9.59 15.46 0.101
H 7.57 -12.80 18.36 0.102
H 10.64 -6.64 16.82 0.088
H 9.75 -8.92 19.83 0.086
H 8.74 -1.08 13.20 0.082
H 7.82 -3.29 18.85 0.099
H 6.04 -3.52 17.13 0.147
H 6.62 -12.22 16.94 0.095
H 8.79 -0.29 14.80 0.094
H 13.72 -8.47 19.68 0.122
H 3.49 -8.16 14.45 0.102
H 9.55 -8.96 15.53 0.077
H 8.65 -9.90 14.42 0.097
H 5.96 -13.30 18.16 0.110
H 15.61 -5.17 17.79 0.054
H 7.26 -4.93 18.55 0.081
H 16.55 -6.09 16.58 0.073
```

* HOMO (alpha / beta): -0.67962 / -0.67957 Ha
* largest force on an atom: 5.49 eV Å⁻¹
* LUMO (alpha / beta): -0.45347 / -0.59765 hartree
* multiplicity: 3
* energy: -201800.344 eV
* ΔE to the lowest compared entry with this formula, charge and spin: 0.000 eV
* expectation value of S²: 2.016
* HOMO-LUMO gap (alpha / beta): 6.154 / 2.229 eV
* charge: +4